Below is a 2-piece molecular cluster, C9H14S overall at a distorted geometry, with properties calculated with ωB97M-V/def2-TZVPD.

Geometry as ORCA input:
```
! wB97M-V def2-TZVPD RIJCOSX def2/J DEFGRID3
* xyz 0 1
C -2.1891 -1.7871 0.1872
C -1.0292 0.1722 1.3392
C -1.0636 -1.1657 0.9600
C 0.0216 0.6521 2.1024
C 1.0373 -0.1994 2.5276
C -0.0972 -2.0290 1.4683
C 0.9517 -1.5562 2.2216
H -1.8048 0.8967 1.1168
H 0.1542 1.7093 2.2805
H -3.0542 -1.9750 0.8428
H -1.8784 -2.6944 -0.3145
H 1.8666 0.1644 3.1155
H -0.1929 -3.0811 1.2265
H 1.6408 -2.1914 2.7657
H -2.7112 -1.0770 -0.4677
C 0.4568 1.9509 -2.4973
C 1.6184 1.5524 -1.6208
S 0.5767 1.5933 -4.2723
H -0.5087 1.5261 -2.2358
H 0.2478 3.0180 -2.3765
H 2.4025 2.2802 -1.4091
H 0.1183 0.3477 -4.3438
H 2.0605 0.6383 -2.0240
H 1.3763 1.2547 -0.5924
*
```

Values from the calculation:
relative energy (zero: lowest compared OMol25 entry of this formula, charge and spin) = 12.0 kcal/mol
HOMO = -9.013 eV
orbital gap = 9.81 eV

And the natural (NBO) charges, in e, turn out to be: C -0.638; C -0.228; C -0.003; C -0.205; C -0.222; C -0.220; C -0.203; H 0.212; H 0.211; H 0.223; H 0.220; H 0.212; H 0.209; H 0.213; H 0.219; C -0.530; C -0.642; S -0.050; H 0.223; H 0.223; H 0.216; H 0.117; H 0.216; H 0.226